1.
Computed, not measured: an isolated molecule of C3H2O5, with ωB97M-V/def2-TZVPD.

```
10
Properties=species:S:1:pos:R:3
O -0.13 -1.35 -0.44
O -1.33 1.74 -0.18
O 1.33 1.72 -0.09
O 2.39 -0.31 0.25
O -2.30 -0.30 0.27
C 1.28 0.51 -0.05
C -0.05 -0.15 -0.31
C -1.37 0.55 -0.01
H 2.08 -1.24 -0.02
H -1.89 -1.16 0.58
```

* structure (SMILES): O=C(O)C(=O)C(=O)O
* spin multiplicity: 1
* HOMO-LUMO gap: 8.73 eV

Mulliken charges, unit e, in atom order: O -0.59; O -0.45; O -0.43; O -0.48; O -0.45; C 0.36; C 0.81; C 0.49; H 0.37; H 0.38

***

2.
Computed, not measured: an isolated molecule of C3H2O5, with ωB97M-V/def2-TZVPD.

```
10
Properties=species:S:1:pos:R:3
O 0.85 1.11 -0.08
O -1.48 -1.34 0.33
O 2.55 0.37 1.42
O -1.11 1.13 -1.52
O 0.59 -0.89 0.92
C -0.32 0.50 -0.58
C 1.55 0.17 0.75
C -0.42 -0.64 -0.03
H -1.28 -2.43 0.47
H -0.93 2.01 -1.69
```

* structure (SMILES): O=c1oc(O)c(O)o1
* spin multiplicity: 1
* HOMO-LUMO gap: 9.27 eV

Mulliken charges, unit e, in atom order: O -0.34; O -0.53; O -0.48; O -0.46; O -0.34; C 0.38; C 0.63; C 0.41; H 0.40; H 0.33

***

Which is most stable, and by how much? 1, by 32.8 kcal/mol.

***

1.
Computed, not measured: a cluster of 9 separate species, C24H71N13O9 in total, with ωB97M-V/def2-TZVPD.

```
117
Properties=species:S:1:pos:R:3
O 4.73 -0.36 1.48
O -1.03 1.13 0.15
O -0.50 3.46 -8.05
O -7.15 -1.21 -6.39
O 2.03 -6.70 2.97
O 0.12 6.45 5.09
O 6.23 6.28 0.49
O -3.17 -5.77 1.25
O -1.28 -6.34 11.50
N 4.12 1.82 1.54
N -5.05 -6.90 1.98
N 3.60 -5.06 3.22
N -3.81 -0.74 1.57
N 5.95 1.30 2.35
N 3.06 4.61 -8.77
N -3.21 -7.01 3.01
N 0.87 5.39 3.39
N 1.85 -4.66 1.99
N 1.22 4.66 5.38
N 4.57 8.46 -0.64
N -0.96 -5.10 8.01
N -4.54 -3.67 -5.16
C -0.78 -7.53 11.78
C -5.27 -2.35 -5.37
C -0.87 -5.59 10.37
C 4.68 7.10 -1.07
C 2.09 2.55 -9.49
C 4.30 7.40 -2.57
C -2.12 0.20 0.12
C -4.22 -1.43 -5.89
C 7.57 5.90 0.75
C -0.04 -7.16 8.70
C 4.96 0.83 1.73
C -0.64 1.59 -1.17
C -6.54 -2.48 -6.23
C -1.88 0.01 2.63
C -2.78 0.32 1.47
C -8.39 -1.15 -6.96
C -1.18 3.68 -9.28
C -1.12 -6.18 9.00
C -3.81 -6.47 2.04
C 0.76 4.15 -8.09
C 1.79 3.93 -9.13
C 2.47 -5.56 2.70
C 6.08 6.51 -0.89
C 0.68 5.51 4.63
H 3.37 7.95 -2.59
H -6.29 -2.89 -7.21
H -3.19 -1.67 -5.62
H -0.07 -8.14 9.19
H 4.97 8.05 -3.14
H -1.54 -4.42 8.48
H -3.93 -3.61 -4.36
H 4.07 6.48 -3.11
H -8.32 -1.66 -7.92
H -3.88 -7.45 3.61
H -4.31 -0.71 0.70
H 0.99 -6.82 8.80
H 0.95 -4.97 1.66
H 3.95 6.45 -0.60
H 0.45 5.20 -8.02
H -4.10 -1.28 -6.96
H -8.67 -0.10 -7.07
H -2.84 0.62 -0.59
H 6.75 0.72 2.56
H 7.82 5.70 1.79
H -3.26 -1.58 1.54
H 0.29 -7.32 11.72
H -3.15 1.34 1.37
H 3.41 4.21 -7.91
H -2.48 -0.12 3.53
H -4.20 -0.43 -5.44
H 2.44 2.66 -10.51
H 2.26 -3.76 1.75
H -5.72 -6.36 1.45
H 6.01 2.29 2.58
H 4.14 -5.58 3.91
H -5.66 -2.05 -4.39
H 1.09 4.84 6.37
H -1.66 4.65 -9.38
H 6.18 5.59 -1.47
H -2.20 -6.98 3.03
H -1.16 -8.35 11.17
H 0.19 2.29 -1.29
H 1.19 1.93 -9.49
H -0.55 3.54 -10.16
H -9.24 -1.68 -6.52
H 1.16 3.93 -7.10
H -0.43 0.81 -1.90
H 1.12 4.58 2.85
H -1.92 2.89 -9.41
H 3.36 1.44 0.99
H 0.03 -4.99 10.49
H 3.95 -4.15 2.96
H 2.89 2.09 -8.91
H -1.36 2.18 -1.73
H -2.12 -6.63 9.02
H -5.40 -7.41 2.78
H -0.03 -7.56 7.69
H -1.32 -5.45 7.13
H -1.35 0.96 2.71
H 1.24 4.27 -10.01
H 7.88 5.07 0.11
H 3.59 8.50 -0.39
H 2.79 5.55 -8.54
H -5.24 -4.37 -4.95
H 1.77 3.91 4.99
H -7.26 -3.14 -5.73
H 4.42 2.78 1.67
H 5.12 8.52 0.20
H 6.74 7.19 -1.42
H -1.31 -0.91 2.48
H -1.58 -4.76 10.38
H 8.24 6.74 0.57
H -0.93 -7.80 12.82
H 0.37 6.14 2.93
H -1.90 -0.81 -0.23
```

* structure (SMILES): COC[C@H](C)N.COC[C@H](C)N.COC[C@H](C)N.COC[C@H](C)N.COC[C@H](C)N.NC(N)=O.NC(N)=O.NC(N)=O.NC(N)=O
* spin multiplicity: 1
* HOMO-LUMO gap: 9.15 eV

Mulliken population analysis, charges in e, atoms 1 to 99: O -0.70; O -0.23; O -0.31; O -0.28; O -0.68; O -0.68; O -0.30; O -0.68; O -0.40; N -0.37; N -0.40; N -0.37; N -0.74; N -0.34; N -0.72; N -0.34; N -0.35; N -0.35; N -0.38; N -0.73; N -0.66; N -0.76; C -0.64; C 0.63; C -0.88; C 0.40; C -1.22; C -1.35; C -0.72; C -1.35; C -0.82; C -1.38; C 0.66; C -0.98; C -0.79; C -1.35; C 0.31; C -0.76; C -0.76; C 0.62; C 0.66; C -0.95; C 0.53; C 0.68; C -0.84; C 0.63; H 0.34; H 0.38; H 0.40; H 0.34; H 0.37; H 0.27; H 0.25; H 0.37; H 0.31; H 0.12; H 0.28; H 0.35; H 0.21; H 0.33; H 0.43; H 0.29; H 0.24; H 0.39; H 0.22; H 0.28; H 0.27; H 0.34; H 0.34; H 0.29; H 0.40; H 0.34; H 0.28; H 0.17; H 0.25; H 0.14; H 0.20; H 0.19; H 0.22; H 0.31; H 0.41; H 0.23; H 0.20; H 0.31; H 0.32; H 0.25; H 0.30; H 0.32; H 0.37; H 0.19; H 0.28; H 0.20; H 0.46; H 0.14; H 0.38; H 0.37; H 0.20; H 0.17; H 0.36

***

2.
Computed, not measured: a cluster of 9 separate species, C24H71N13O9 in total, with ωB97M-V/def2-TZVPD.

```
117
Properties=species:S:1:pos:R:3
O -3.21 -4.38 -1.86
O -1.06 5.44 0.27
O -0.11 3.87 -5.04
O 0.32 1.54 3.88
O 1.51 -1.54 -0.97
O -4.39 2.78 -2.61
O 1.05 -3.62 3.88
O -0.21 1.52 -0.90
O 4.68 1.35 0.59
N -4.11 -1.72 -0.90
N -2.34 6.40 -1.42
N -2.37 4.10 -1.07
N 4.40 -3.99 5.39
N -3.26 0.79 -2.40
N 1.91 -2.36 -3.07
N -0.28 2.72 1.10
N 0.48 -0.53 -2.77
N 0.57 0.55 1.10
N -0.72 -1.72 5.29
N -1.26 0.38 -5.05
N -5.41 0.89 -1.73
N 5.28 -0.42 -1.62
C 4.05 1.62 1.79
C -3.22 -5.79 -1.85
C 2.28 -3.42 6.54
C 4.69 0.96 -1.75
C 3.94 1.01 -3.07
C -1.71 2.07 -6.84
C -0.04 4.90 -4.08
C -0.78 2.75 -4.54
C 0.37 0.37 4.73
C -0.87 1.68 -5.62
C -2.79 -3.83 -0.65
C 1.23 -1.51 -2.19
C -0.72 -0.59 4.31
C 3.83 1.31 -0.56
C -0.05 1.56 0.37
C -1.91 5.32 -0.65
C -2.14 -0.01 4.34
C -2.76 -2.34 -0.74
C -4.38 1.59 -2.32
C 1.46 2.34 4.12
C 2.96 -4.13 5.36
C -1.98 -1.62 0.36
C 0.79 -3.45 2.49
C 2.45 -3.56 4.05
H 2.51 -2.35 6.55
H 4.70 1.26 -3.83
H 0.16 -2.21 5.11
H 3.63 2.63 1.78
H -0.48 3.60 0.61
H -2.59 -0.07 5.33
H 3.50 0.07 -3.37
H 2.64 -5.17 5.43
H -0.31 2.32 -3.65
H -1.86 -4.27 -0.25
H 1.19 -3.50 6.51
H 1.28 -4.21 1.88
H -2.75 -0.73 3.79
H -2.26 -1.98 -1.66
H -2.34 -1.97 1.34
H 0.53 5.72 -4.51
H 0.49 4.60 -3.17
H 2.78 -2.50 4.00
H 3.03 -3.98 3.22
H 1.57 2.98 3.24
H -1.76 1.33 -7.64
H 3.25 1.85 -3.12
H -3.02 4.00 -1.84
H -2.27 -6.25 -1.56
H -2.25 0.40 -4.84
H -3.49 -6.10 -2.86
H -1.06 5.24 -3.87
H 5.65 -0.41 -0.67
H -6.33 1.22 -1.56
H -2.11 -0.55 0.26
H 2.41 1.79 4.19
H -4.05 -6.14 -1.22
H -0.28 -3.64 2.34
H 4.68 -3.01 5.44
H -1.33 2.96 -7.34
H -3.00 6.18 -2.14
H 1.49 -2.60 -3.95
H 0.99 -2.44 2.17
H 2.39 -3.16 -2.69
H 1.33 -0.15 4.64
H 4.70 -4.35 6.30
H -1.18 -0.29 -5.82
H -4.65 -2.37 -1.49
H -1.82 3.04 -4.31
H -4.61 -1.93 -0.02
H 5.55 1.63 -1.77
H -0.15 2.68 2.08
H 0.67 0.62 2.12
H 3.34 0.88 2.15
H -3.47 -4.15 0.18
H -2.71 2.34 -6.48
H 0.18 0.26 -2.20
H 4.82 1.67 2.57
H -0.52 -0.94 3.29
H -2.40 1.25 -2.64
H 0.20 0.71 5.76
H -5.04 0.04 -1.31
H -1.40 -2.38 4.91
H 0.16 1.64 -6.03
H -2.09 7.31 -1.11
H -2.22 0.99 3.92
H 3.08 0.52 -0.36
H 3.21 2.22 -0.64
H -1.99 3.21 -0.79
H -3.31 -0.15 -2.02
H 2.64 -3.87 7.46
H 0.89 -0.27 0.59
H 0.38 -0.51 -3.76
H 4.48 -1.06 -1.56
H 1.41 3.04 4.96
H -0.92 -1.82 0.26
```

* structure (SMILES): COC[C@H](C)N.COC[C@H](C)N.COC[C@H](C)N.COC[C@H](C)N.COC[C@H](C)N.NC(N)=O.NC(N)=O.NC(N)=O.NC(N)=O
* spin multiplicity: 1
* HOMO-LUMO gap: 9.47 eV

Mulliken population analysis, charges in e, atoms 1 to 99: O -0.33; O -0.80; O -0.47; O -0.41; O -0.57; O -0.74; O -0.45; O -0.07; O -0.44; N -0.61; N -0.39; N -0.09; N -0.74; N -0.07; N -0.46; N 0.14; N 0.41; N 1.13; N -0.74; N -0.44; N -0.31; N -0.88; C -0.52; C -0.81; C -1.24; C 0.31; C -1.27; C -1.62; C -0.66; C -0.20; C -1.21; C 0.37; C -0.91; C 0.16; C 2.37; C 0.10; C -0.23; C 0.68; C -1.79; C 0.19; C 0.55; C -0.77; C 0.50; C -0.57; C -0.80; C -0.55; H 0.23; H 0.36; H 0.04; H 0.30; H 0.19; H 0.41; H 0.21; H 0.29; H 0.13; H 0.43; H 0.33; H 0.53; H 0.38; H 0.06; H 0.47; H 0.34; H 0.22; H 0.00; H 0.46; H 0.28; H 0.40; H 0.30; H 0.25; H 0.31; H 0.23; H 0.26; H 0.25; H 0.37; H 0.19; H 0.07; H 0.30; H 0.33; H 0.24; H 0.28; H 0.35; H 0.19; H 0.19; H 0.25; H 0.26; H 0.40; H 0.30; H 0.31; H 0.19; H 0.17; H 0.35; H 0.41; H -0.06; H -0.26; H 0.03; H 0.37; H 0.34; H -0.09; H 0.39

***

Which is most stable, and by how much? 2, by 199.8 kcal/mol.

***

1.
Computed, not measured: an isolated molecule of CH3F2PS, with ωB97M-V/def2-TZVPD.

```
8
Properties=species:S:1:pos:R:3
S -1.80 -0.81 0.03
P 1.33 -0.62 0.65
F -0.40 1.33 -0.85
F -0.49 1.05 1.48
C -0.36 0.32 0.34
H 1.26 -0.92 -0.76
H -1.86 -0.79 -1.29
H 2.33 0.45 0.41
```

* structure (SMILES): FC(F)(P)S
* spin multiplicity: 1
* HOMO-LUMO gap: 10.76 eV

Mulliken charges, unit e, in atom order: S -0.18; P -0.08; F -0.29; F -0.18; C 0.40; H 0.08; H 0.17; H 0.09

***

2.
Computed, not measured: an isolated molecule of CH3F2PS, with ωB97M-V/def2-TZVPD.

```
8
Properties=species:S:1:pos:R:3
S -0.23 0.65 1.81
P -1.32 -0.25 -0.96
F 0.55 -1.47 0.66
F 1.17 0.29 -0.39
C -0.01 -0.29 0.34
H 1.08 0.94 2.00
H -0.79 1.04 -1.56
H -0.45 -0.90 -1.90
```

* structure (SMILES): FC(F)(P)S
* spin multiplicity: 1
* HOMO-LUMO gap: 10.93 eV

Mulliken charges, unit e, in atom order: S -0.20; P -0.18; F -0.17; F -0.28; C 0.48; H 0.16; H 0.11; H 0.09

***

Which is most stable, and by how much? 2, by 5.0 kcal/mol.

***

1.
Computed, not measured: a cluster of 2 separate species, C4H9N3O2 in total, with ωB97M-V/def2-TZVPD.

```
18
Properties=species:S:1:pos:R:3
O -2.35 1.28 -1.04
O -3.32 -0.79 0.18
N -1.29 0.84 -0.09
N 2.66 -0.54 -0.73
N -2.01 -1.35 0.08
C -1.04 -0.47 0.01
C 0.32 -0.99 -0.37
C 1.44 0.98 0.78
C 1.42 -0.24 -0.13
H -0.42 1.13 -0.66
H -3.13 2.19 0.08
H 0.56 -1.92 -0.82
H 1.67 1.90 0.12
H -3.64 -1.71 0.76
H 2.50 0.96 1.28
H 3.30 -0.86 0.24
H 2.72 -1.47 -1.18
H 0.58 1.06 1.47
```

* spin multiplicity: 1
* HOMO-LUMO gap: 7.31 eV

Mulliken charges, unit e, in atom order: O -0.50; O -0.36; N -0.13; N -0.63; N -0.58; C 0.45; C -0.58; C -1.24; C 0.66; H 0.21; H 0.34; H 0.32; H 0.33; H 0.40; H 0.34; H 0.32; H 0.31; H 0.34

***

2.
Computed, not measured: a cluster of 2 separate species, C4H9N3O2 in total, with ωB97M-V/def2-TZVPD.

```
18
Properties=species:S:1:pos:R:3
O -0.01 -0.55 1.69
O -0.61 -1.79 -0.15
N 0.01 0.62 -1.78
N -2.73 -0.34 -0.32
N 0.40 1.74 0.26
C 0.21 -0.87 0.34
C 0.00 0.69 -0.51
C 1.67 -1.19 0.11
C -2.29 0.73 -0.23
H 0.35 1.47 -2.24
H 0.56 1.57 1.24
H 0.90 2.51 -0.16
H -2.31 1.79 -0.07
H 2.31 -0.40 0.48
H -0.65 -1.18 2.05
H -1.56 -1.36 -0.38
H 1.84 -1.32 -0.96
H 1.90 -2.12 0.62
```

* structure (SMILES): [H]/N=C(\N)C(C)(O)O.C#N
* spin multiplicity: 1
* HOMO-LUMO gap: 9.64 eV

Mulliken charges, unit e, in atom order: O -0.55; O -0.59; N -0.60; N -0.50; N -0.39; C 0.91; C 0.04; C -1.46; C 0.21; H 0.23; H 0.21; H 0.22; H 0.34; H 0.33; H 0.34; H 0.50; H 0.35; H 0.40

***

3.
Computed, not measured: an isolated molecule of C4H9N3O2, with ωB97M-V/def2-TZVPD.

```
18
Properties=species:S:1:pos:R:3
O -3.55 -0.02 -0.87
O -2.63 -0.73 1.01
N -2.70 -0.01 0.06
N -0.88 1.11 1.07
N 0.56 -0.40 -0.25
C 0.55 0.87 0.47
C 1.08 -1.53 0.34
C -1.68 0.89 -0.03
C -0.21 -0.42 -1.26
H -0.18 0.40 -1.97
H 1.19 -1.40 1.45
H -1.04 0.38 1.79
H 0.62 1.69 -0.23
H 1.34 0.85 1.24
H -0.44 -1.38 -1.81
H 2.06 -1.66 0.08
H -1.75 1.76 -0.70
H 0.64 -2.46 -0.10
```

* spin multiplicity: 1
* HOMO-LUMO gap: 7.79 eV

Mulliken charges, unit e, in atom order: O -0.65; O -0.69; N 0.96; N -0.35; N 0.18; C -0.74; C -0.83; C -0.59; C -0.49; H 0.27; H 0.30; H 0.39; H 0.38; H 0.40; H 0.27; H 0.43; H 0.48; H 0.27

***

Which is most stable, and by how much? 2, by 92.1 kcal/mol.

***

1.
Computed, not measured: an isolated molecule of C2H2O2, with ωB97M-V/def2-TZVPD.

```
6
Properties=species:S:1:pos:R:3
O -0.69 0.42 -0.49
O -1.61 -0.70 -0.22
C 1.62 0.26 0.37
C 0.50 0.32 0.01
H -2.52 -0.44 -0.35
H 2.70 0.13 0.67
```

* structure (SMILES): C#COO
* spin multiplicity: 1
* HOMO-LUMO gap: 9.85 eV

Mulliken charges, unit e, in atom order: O -0.30; O -0.29; C -0.31; C 0.24; H 0.32; H 0.33

***

2.
Computed, not measured: an isolated molecule of C2H2O2, with ωB97M-V/def2-TZVPD.

```
6
Properties=species:S:1:pos:R:3
O 1.33 -0.59 0.07
O -1.40 -0.54 -0.06
C -0.75 0.52 0.05
C 0.80 0.49 -0.07
H 1.35 1.46 -0.33
H -1.13 1.51 0.39
```

* structure (SMILES): O=CC=O
* spin multiplicity: 1
* HOMO-LUMO gap: 9.22 eV

Mulliken charges, unit e, in atom order: O -0.38; O -0.41; C 0.13; C 0.10; H 0.28; H 0.28

***

3.
Computed, not measured: an isolated molecule of C2H2O2, with ωB97M-V/def2-TZVPD.

```
6
Properties=species:S:1:pos:R:3
O 0.45 -0.12 0.35
O -0.48 0.77 -1.53
C 0.00 -1.36 0.27
C -0.25 0.85 -0.37
H -0.49 1.69 0.30
H 0.76 -1.91 0.88
```

* spin multiplicity: 1
* HOMO-LUMO gap: 9.41 eV

Mulliken charges, unit e, in atom order: O -0.16; O -0.36; C -0.22; C 0.28; H 0.31; H 0.15

***

4.
Computed, not measured: an isolated molecule of C2H2O2, with ωB97M-V/def2-TZVPD.

```
6
Properties=species:S:1:pos:R:3
O 1.71 -0.02 0.43
O 0.75 0.89 -0.05
C -1.60 -0.19 0.22
C -0.44 0.44 -0.17
H -2.42 -0.61 -0.12
H 1.99 -0.51 -0.31
```

* structure (SMILES): C#COO
* spin multiplicity: 1
* HOMO-LUMO gap: 9.75 eV

Mulliken charges, unit e, in atom order: O -0.28; O -0.23; C -0.43; C 0.28; H 0.33; H 0.33

***

Which is most stable, and by how much? 2, by 44.0 kcal/mol.